(1)
Formula: F2H4N2P
Source: the OMol25 dataset
Level of theory: ωB97M-V/def2-TZVPD

Its total energy is -652.70308 hartree. For the orbital gap, the calculation gives 11.65 eV. As for the total charge: +1. The HOMO energy is -17.5 eV. The spin multiplicity is 1. As for the molar mass: 101.016 g mol⁻¹.

XYZ file:
```
9
F2H4N2P | the OMol25 dataset | ωB97M-V/def2-TZVPD
N 1.336 -2.052 0.700
N -0.873 -0.272 0.349
F -0.691 2.473 -0.046
F 0.710 -0.720 -1.538
P 0.461 -1.064 0.013
H 2.055 -2.283 0.125
H -0.640 3.293 -0.502
H -1.525 0.288 -0.240
H -0.833 0.338 1.139
```

***

(2)
Formula: C16H32O4
Source: the OMol25 dataset
Level of theory: ωB97M-V/def2-TZVPD

Its total energy is -929.53623 hartree. For the orbital gap, the calculation gives 9.46 eV. The HOMO energy is -8.7 eV. The spin multiplicity is 1. As for the molar mass: 288.428 g mol⁻¹. Its SMILES is C1CCOC1.C1CCOC1.C1CCOC1.C1CCOC1.

XYZ file:
```
52
C16H32O4 | the OMol25 dataset | ωB97M-V/def2-TZVPD
C -23.405 19.781 29.631
C -23.624 18.286 29.597
C -24.873 18.152 30.433
O -25.062 19.416 31.128
C -24.433 20.475 30.471
H -23.489 20.135 28.603
H -22.393 20.073 29.909
H -22.762 17.804 30.056
H -23.760 18.037 28.544
H -24.777 17.400 31.216
H -25.752 17.919 29.832
H -23.968 21.217 31.121
H -25.159 21.044 29.889
C -23.862 20.911 35.239
C -24.811 22.070 35.539
C -24.321 23.137 34.721
O -23.728 22.474 33.600
C -23.016 21.354 34.127
H -24.394 19.974 35.072
H -23.215 20.821 36.111
H -24.798 22.251 36.614
H -25.872 21.861 35.400
H -23.668 23.844 35.234
H -25.155 23.690 34.290
H -22.005 21.638 34.420
H -22.813 20.559 33.410
C -20.719 18.707 32.092
C -22.014 19.440 32.405
C -21.872 20.859 31.969
O -20.474 21.115 31.840
C -19.791 19.910 32.210
H -20.722 18.357 31.060
H -20.503 17.847 32.724
H -22.015 19.358 33.492
H -22.883 18.911 32.014
H -22.343 21.621 32.591
H -22.394 20.987 31.021
H -19.280 19.920 33.173
H -19.002 19.863 31.459
C -18.982 15.354 32.335
C -18.227 16.538 31.786
C -17.904 17.418 33.005
O -19.024 17.068 33.795
C -19.910 16.067 33.359
H -18.349 14.563 32.736
H -19.608 14.826 31.615
H -18.782 17.160 31.084
H -17.396 16.162 31.189
H -17.771 18.493 32.887
H -16.970 16.935 33.289
H -20.857 16.500 33.036
H -20.178 15.398 34.177
```

***

(3)
Formula: C3H7NO2
Source: the OMol25 dataset
Level of theory: ωB97M-V/def2-TZVPD

Its total energy is -323.72882 hartree. For the orbital gap, the calculation gives 10.75 eV. The HOMO energy is -9.8 eV. The spin multiplicity is 1. As for the molar mass: 89.094 g mol⁻¹. Its SMILES is CNC(=O)OC.

XYZ file:
```
13
C3H7NO2 | the OMol25 dataset | ωB97M-V/def2-TZVPD
C -2.170 -0.317 0.023
N -1.100 0.810 0.022
C 0.098 0.192 -0.011
O 0.125 -1.022 -0.090
O 1.231 0.920 0.043
C 2.356 0.022 -0.042
H -3.059 0.092 -0.429
H -2.315 -0.668 1.053
H -1.939 -1.264 -0.531
H -1.121 1.838 0.156
H 2.323 -0.703 0.776
H 3.252 0.635 0.015
H 2.320 -0.534 -0.984
```

***

(4)
Formula: C6H9Cl3
Source: the OMol25 dataset
Level of theory: ωB97M-V/def2-TZVPD

Its total energy is -1614.43977 hartree. For the orbital gap, the calculation gives 9.56 eV. The HOMO energy is -8.8 eV. The spin multiplicity is 1. As for the molar mass: 187.497 g mol⁻¹.

XYZ file:
```
18
C6H9Cl3 | the OMol25 dataset | ωB97M-V/def2-TZVPD
C -2.607 -1.876 1.808
C -1.911 -0.610 1.416
C -1.628 -0.216 0.179
C 1.307 1.119 -1.153
C 2.673 1.421 -1.672
C 2.501 0.644 -0.393
H -1.965 -2.474 2.463
H -2.879 -2.482 0.941
H -3.520 -1.646 2.369
H -1.602 0.059 2.216
H 0.710 1.925 -0.747
H 3.014 2.450 -1.623
H 3.003 0.873 -2.548
H 2.717 -0.420 -0.421
H 2.720 1.129 0.554
Cl -2.024 -1.120 -1.242
Cl -0.813 1.278 -0.145
Cl 0.301 -0.054 -2.001
```

***

(5)
Formula: C5H5NO
Source: the OMol25 dataset
Level of theory: ωB97M-V/def2-TZVPD

Its total energy is -323.41936 hartree. For the orbital gap, the calculation gives 9.89 eV. The HOMO energy is -9.5 eV. The spin multiplicity is 1. As for the molar mass: 95.101 g mol⁻¹.

XYZ file:
```
12
C5H5NO | the OMol25 dataset | ωB97M-V/def2-TZVPD
C 0.128 -1.096 -1.193
C -0.602 -1.371 -0.089
C 0.806 0.022 -0.516
C -1.032 1.129 0.825
C -0.197 -0.118 0.725
N 1.793 0.729 -0.811
O -0.631 2.075 1.467
H 0.413 -1.420 -2.147
H -1.235 -2.209 0.260
H -1.951 1.141 0.099
H 0.307 -0.314 1.588
H 2.202 1.430 -0.210
```

***

(6)
Formula: C6H6BeFLiO6
Source: the OMol25 dataset
Level of theory: ωB97M-V/def2-TZVPD

Its total energy is -805.45430 hartree. For the orbital gap (alpha / beta), the calculation gives 6.15 / 6.22 eV. As for the total charge: +1. The HOMO energy (alpha / beta) is -10.8 / -10.8 eV. The spin multiplicity is 2. As for the molar mass: 209.059 g mol⁻¹.

XYZ file:
```
21
C6H6BeFLiO6 | the OMol25 dataset | ωB97M-V/def2-TZVPD
H 1.299 -1.005 1.637
O 2.403 0.383 0.548
O 1.291 -0.340 -1.191
O 1.688 1.833 -1.011
C 2.112 -0.997 0.858
C 1.593 -1.534 -0.475
C 1.809 0.712 -0.556
H 3.039 -1.491 1.160
F 2.541 -2.203 -1.175
H 0.698 -2.159 -0.417
Be 1.692 2.934 -0.501
H -2.886 -0.085 2.117
O -3.275 0.344 0.079
O -1.185 0.616 -0.497
O -2.670 0.501 -2.108
C -2.474 0.570 1.341
C -1.062 0.264 0.962
C -2.436 0.464 -0.908
H -2.680 1.623 1.586
H -0.970 -0.839 0.914
Li -0.527 0.408 -2.363
```

***

(7)
Formula: C3H2ClNO2
Source: the OMol25 dataset
Level of theory: ωB97M-V/def2-TZVPD

Its total energy is -780.89230 hartree. For the orbital gap, the calculation gives 9.20 eV. The HOMO energy is -9.6 eV. The spin multiplicity is 1. As for the molar mass: 119.507 g mol⁻¹. Its SMILES is O=C=CCl.N=C=O.

XYZ file:
```
9
C3H2ClNO2 | the OMol25 dataset | ωB97M-V/def2-TZVPD
O -0.507 -2.326 -0.617
C -0.496 -1.204 -0.871
C -0.279 0.014 -1.231
Cl -1.512 1.272 -1.058
H 0.632 0.363 -1.834
N 0.996 1.051 1.376
C 0.256 0.149 1.635
O -0.275 -0.765 2.154
H 1.186 1.446 0.446
```

***

(8)
Formula: C10H12ClN2O2
Source: the OMol25 dataset
Level of theory: ωB97M-V/def2-TZVPD

Its total energy is -1108.00801 hartree. For the orbital gap, the calculation gives 7.40 eV. As for the total charge: +1. The HOMO energy is -13.1 eV. The spin multiplicity is 1. As for the molar mass: 227.671 g mol⁻¹.

XYZ file:
```
27
C10H12ClN2O2 | the OMol25 dataset | ωB97M-V/def2-TZVPD
C -2.875 -2.400 -0.194
C -1.687 -1.719 -0.106
C -4.056 -1.644 -0.258
C -1.688 -0.350 0.114
C -2.949 0.343 0.179
C -0.110 1.536 0.342
C 1.293 1.667 0.673
C 1.981 0.273 0.261
C 3.172 0.114 1.226
C 2.083 0.059 -1.279
N -4.056 -0.349 -0.012
N -0.533 0.337 0.365
O 0.958 -0.726 0.503
O 1.034 0.835 -1.859
Cl -3.090 2.059 0.235
H -3.061 -3.499 -0.308
H -0.690 -2.316 -0.187
H -5.087 -1.863 -0.491
H -0.670 2.496 0.255
H 1.720 2.399 0.060
H 1.555 1.658 1.801
H 3.850 -0.656 0.750
H 2.941 -0.326 2.123
H 3.767 1.018 1.284
H 1.908 -0.958 -1.567
H 3.021 0.380 -1.616
H 1.267 1.631 -2.293
```